[1]
C50H39BaN5O2P3SSe2 | ωB97M-V/def2-TZVPD

Output
orbital gap: 6.16 eV
DFT total energy: -8603.91709 Eh
HOMO energy: -0.1504 Ha
charge: -1

Each line ends with the Mulliken charge.
Cartesian coordinates (Å):
Ba  -0.02  -0.26  -0.46  1.61
O  -1.16  -1.96  -1.77  -0.90
C  -1.37  -2.49  -0.65  0.13
O  -1.73  -1.82  0.34  -0.73
C  -0.98  -3.93  -0.44  0.49
C  -1.92  -4.94  -0.43  -0.34
C  -1.55  -6.25  -0.18  -0.59
C  -0.21  -6.54  0.06  -0.56
C  0.73  -5.53  0.07  -0.49
C  0.38  -4.19  -0.18  0.32
S  1.60  -2.95  -0.10  -0.31
H  -2.96  -4.69  -0.62  0.45
H  -2.29  -7.05  -0.19  0.37
H  0.09  -7.56  0.26  0.34
H  1.77  -5.75  0.27  0.38
Se  3.05  6.81  -0.92  -0.42
P  1.15  6.21  -0.26  0.00
C  0.97  6.42  1.53  0.43
C  0.46  5.43  2.36  -0.20
C  0.36  5.65  3.72  -0.68
C  0.78  6.86  4.27  -0.90
C  1.31  7.84  3.45  -0.74
C  1.41  7.62  2.09  -0.38
C  -0.12  7.25  -1.03  0.83
C  -0.41  7.01  -2.37  -0.43
C  -1.30  7.83  -3.06  -0.59
C  -1.89  8.90  -2.41  -0.72
C  -1.59  9.16  -1.08  -0.52
C  -0.71  8.34  -0.39  -0.30
C  0.73  4.50  -0.63  -0.17
C  -0.42  3.67  -0.61  0.48
N  0.03  2.42  -0.84  -0.28
N  1.34  2.47  -0.96  -0.17
N  1.79  3.69  -0.85  -0.50
P  -2.22  3.74  -0.45  0.66
Se  -3.08  1.82  -0.26  -0.51
C  -2.64  4.79  0.98  0.51
C  -2.80  4.17  2.21  -0.79
C  -3.07  4.93  3.34  -0.66
C  -3.18  6.31  3.24  -0.73
C  -3.03  6.93  2.01  -0.94
C  -2.77  6.17  0.88  0.16
C  -2.82  4.58  -1.93  0.29
C  -4.03  5.28  -1.91  -0.18
C  -4.54  5.81  -3.09  -0.78
C  -3.86  5.62  -4.29  -0.49
C  -2.67  4.91  -4.31  -0.68
C  -2.15  4.40  -3.13  -0.42
H  0.13  4.49  1.94  0.31
H  -0.06  4.88  4.36  0.77
H  0.70  7.02  5.34  0.43
H  1.65  8.78  3.88  0.39
H  1.87  8.37  1.45  0.48
H  0.07  6.18  -2.88  0.45
H  -1.53  7.62  -4.09  0.48
H  -2.58  9.54  -2.94  0.40
H  -2.04  10.00  -0.57  0.39
H  -0.50  8.53  0.65  0.35
H  -2.73  3.09  2.27  0.28
H  -3.19  4.44  4.30  0.48
H  -3.38  6.90  4.13  0.40
H  -3.13  8.00  1.93  0.47
H  -2.67  6.66  -0.08  0.46
H  -4.57  5.40  -0.98  0.51
H  -5.47  6.35  -3.07  0.42
H  -4.27  6.03  -5.21  0.40
H  -2.15  4.75  -5.24  0.40
H  -1.22  3.84  -3.15  0.44
N  1.94  -0.95  3.10  0.15
P  0.37  -0.33  3.02  0.68
C  0.29  0.56  4.65  0.22
C  0.07  -0.09  5.86  -0.48
C  0.12  0.62  7.05  -0.69
C  0.40  1.98  7.05  -0.66
C  0.62  2.63  5.84  -0.30
C  0.56  1.92  4.65  -0.58
C  -0.65  -1.80  3.38  0.53
C  -1.97  -1.60  3.78  -0.64
C  -2.84  -2.67  3.90  -0.69
C  -2.40  -3.95  3.60  -0.52
C  -1.09  -4.16  3.19  -0.39
C  -0.21  -3.08  3.08  -0.60
C  2.95  -0.69  2.19  0.35
C  4.22  -1.24  2.38  -0.83
C  5.21  -0.94  1.46  -0.44
C  4.92  -0.10  0.40  -0.85
C  3.63  0.39  0.29  -0.12
N  2.66  0.09  1.15  0.22
H  2.19  -1.59  3.84  0.34
H  -0.15  -1.15  5.87  0.39
H  -0.06  0.11  7.99  0.39
H  0.44  2.53  7.98  0.39
H  0.86  3.69  5.83  0.56
H  0.74  2.43  3.70  0.36
H  -2.32  -0.60  4.00  0.42
H  -3.86  -2.50  4.20  0.35
H  -3.08  -4.79  3.66  0.36
H  -0.75  -5.15  2.91  0.35
H  0.79  -3.25  2.70  0.28
H  4.41  -1.89  3.22  0.37
H  6.20  -1.36  1.58  0.39
H  5.67  0.17  -0.34  0.42
H  3.34  1.05  -0.52  0.25

[2]
C50H39BrInN4O2P | ωB97M-V/def2-TZVPD

Output
orbital gap: 6.30 eV
DFT total energy: -5403.24660 Eh
HOMO energy: -0.4550 Ha
charge: +2

Each line ends with the Mulliken charge.
Cartesian coordinates (Å):
In  -0.98  -0.10  -0.71  1.11
C  -1.53  3.25  -4.13  -0.49
O  -2.06  3.65  -2.87  -0.50
C  -1.84  2.66  -2.02  0.16
N  -1.20  1.64  -2.46  0.51
C  -0.78  1.93  -3.84  0.06
C  0.74  1.99  -3.84  0.85
C  1.41  0.95  -3.31  -1.07
C  2.83  1.13  -2.92  -0.50
C  3.69  2.18  -3.66  -0.07
C  2.83  3.13  -4.43  -1.48
C  1.49  3.09  -4.42  -1.00
C  -2.32  2.80  -0.65  -0.02
C  -2.97  3.96  -0.23  -0.86
C  -3.40  4.04  1.09  -1.11
C  -3.16  2.97  1.93  -0.93
C  -2.53  1.84  1.42  -0.46
N  -2.12  1.77  0.16  1.00
C  -2.41  0.61  2.21  0.20
N  -1.97  -0.49  1.76  0.99
C  -2.31  -1.53  2.72  -0.18
C  -2.87  -0.72  3.92  -0.58
O  -2.96  0.62  3.42  -0.42
C  -1.22  -2.47  3.16  -1.13
C  -1.54  -3.48  4.06  -0.71
C  -0.56  -4.36  4.50  -0.73
C  0.73  -4.25  4.03  -0.95
C  1.05  -3.25  3.12  -0.60
C  0.08  -2.36  2.70  1.79
H  -0.90  4.06  -4.49  0.33
H  -2.36  3.12  -4.83  0.31
H  -1.11  1.13  -4.50  0.56
H  0.90  0.04  -3.01  0.84
H  3.35  0.18  -2.77  0.72
H  4.51  1.81  -4.28  0.53
H  3.34  3.90  -4.98  0.47
H  0.95  3.84  -4.97  0.39
H  -3.14  4.77  -0.93  0.68
H  -3.91  4.92  1.44  0.53
H  -3.48  2.99  2.97  0.73
H  -3.09  -2.14  2.25  0.45
H  -2.19  -0.73  4.78  0.39
H  -3.86  -1.04  4.25  0.32
H  -2.55  -3.58  4.42  0.48
H  -0.81  -5.13  5.21  0.42
H  1.49  -4.94  4.36  0.47
H  2.06  -3.16  2.75  0.37
H  0.32  -1.55  2.01  -0.11
C  5.40  2.45  -1.67  -1.19
C  4.09  2.80  -2.30  0.02
C  2.91  2.04  -1.67  -0.47
C  3.10  1.37  -0.36  -0.17
C  4.29  1.43  0.26  0.09
C  5.46  1.92  -0.45  -0.93
P  1.60  0.44  0.15  0.34
C  1.39  0.92  1.89  0.92
C  0.62  2.08  2.05  -0.68
C  0.37  2.59  3.31  -0.60
C  0.89  1.95  4.42  -0.93
C  1.68  0.82  4.27  -0.86
C  1.94  0.30  3.01  -0.07
C  2.14  -1.31  0.00  1.55
C  3.46  -1.64  0.18  -0.79
C  3.94  -2.94  -0.01  -1.20
C  3.07  -3.94  -0.36  -0.94
C  1.70  -3.67  -0.54  1.39
C  0.81  -4.73  -0.83  -1.06
C  -0.52  -4.50  -0.97  -1.21
C  -1.01  -3.19  -0.88  -0.12
C  -0.15  -2.16  -0.65  1.10
C  1.21  -2.33  -0.40  -1.56
H  6.29  2.76  -2.19  0.43
H  4.01  3.89  -2.27  0.56
H  2.02  2.68  -1.63  0.35
H  4.44  1.07  1.27  0.63
H  6.41  1.79  0.04  0.44
H  0.24  2.58  1.16  0.37
H  -0.24  3.48  3.42  0.53
H  0.69  2.34  5.41  0.45
H  2.11  0.34  5.14  0.49
H  2.54  -0.58  2.90  0.56
H  4.18  -0.89  0.47  0.36
H  4.99  -3.15  0.12  0.48
H  3.42  -4.95  -0.50  0.48
H  1.21  -5.73  -0.92  0.47
H  -1.20  -5.31  -1.18  0.50
H  -2.07  -3.01  -1.02  0.56
Br  -2.00  -1.34  -3.62  0.06
C  -3.50  -1.43  -2.47  0.40
C  -4.64  -2.10  -2.89  -0.88
C  -5.70  -2.17  -2.00  -0.37
C  -5.57  -1.57  -0.75  -1.20
C  -4.39  -0.93  -0.44  -0.32
N  -3.36  -0.85  -1.29  0.20
H  -4.69  -2.57  -3.86  0.52
H  -6.60  -2.70  -2.27  0.45
H  -6.38  -1.61  -0.04  0.49
H  -4.23  -0.46  0.52  0.63

[3]
C50H39N7O3PPb | ωB97M-V/def2-TZVPD

Output
orbital gap (spin up / spin down): 5.63 / 5.63 eV
DFT total energy: -3072.01415 Eh
HOMO energy (spin up / spin down): -0.1568 / -0.1568 Ha
charge: -1

Each line ends with the Mulliken charge.
Cartesian coordinates (Å):
Pb  -7.18  -18.56  5.84  1.73
C  -7.68  -15.83  9.93  -1.67
C  -7.55  -16.25  8.52  0.53
N  -6.97  -17.43  8.19  1.24
N  -6.52  -18.18  9.15  -1.05
C  -5.87  -19.29  8.73  -0.30
O  -5.58  -19.54  7.51  -0.34
C  -5.39  -20.25  9.76  0.37
C  -5.76  -20.17  11.09  -0.22
C  -5.51  -21.22  11.95  -0.54
C  -4.87  -22.36  11.51  -0.49
C  -4.44  -22.42  10.17  -0.50
C  -4.64  -21.36  9.33  -0.31
C  -8.02  -15.40  7.47  0.48
C  -8.47  -14.10  7.77  -1.07
C  -9.06  -13.36  6.76  -0.42
C  -9.18  -13.92  5.49  -0.87
C  -8.56  -15.12  5.25  -0.69
N  -7.98  -15.84  6.18  0.39
H  -7.19  -16.57  10.59  0.26
H  -7.17  -14.88  10.06  0.36
H  -8.74  -15.76  10.27  0.29
H  -6.28  -19.29  11.46  0.35
H  -5.90  -21.16  12.97  0.36
H  -4.66  -23.21  12.16  0.38
H  -3.96  -23.31  9.75  0.36
H  -4.27  -21.38  8.30  0.31
H  -8.41  -13.68  8.78  0.29
H  -9.49  -12.39  6.96  0.43
H  -9.71  -13.41  4.70  0.45
H  -8.51  -15.54  4.25  0.64
C  -2.60  -15.48  4.82  -0.52
C  -3.92  -15.35  4.35  -0.96
C  -4.72  -16.45  4.27  0.13
C  -4.25  -17.74  4.57  -0.49
C  -2.93  -17.87  5.03  -0.19
C  -2.13  -16.74  5.14  -0.67
N  -5.12  -18.82  4.47  0.86
C  -4.78  -20.01  3.92  -0.21
C  -3.75  -20.21  2.97  -0.52
C  -3.43  -21.48  2.49  -0.61
C  -4.11  -22.60  2.93  -0.84
C  -5.09  -22.48  3.90  -0.38
C  -5.46  -21.22  4.38  -0.89
N  -6.52  -21.03  5.25  2.07
N  -6.84  -22.13  5.87  -0.95
C  -7.79  -21.92  6.81  -0.46
C  -7.99  -22.97  7.78  -0.35
C  -8.79  -22.75  8.88  -0.47
C  -9.57  -21.60  8.88  -0.56
C  -9.42  -20.67  7.85  -0.59
N  -8.54  -20.78  6.86  0.47
H  -1.96  -14.64  4.96  0.42
H  -4.34  -14.38  4.09  0.41
H  -5.74  -16.36  3.94  0.55
H  -2.55  -18.86  5.25  0.43
H  -1.07  -16.87  5.45  0.30
H  -3.27  -19.37  2.53  0.53
H  -2.57  -21.62  1.81  0.36
H  -3.88  -23.60  2.56  0.38
H  -5.67  -23.35  4.23  0.43
H  -7.37  -23.89  7.72  0.38
H  -8.88  -23.53  9.68  0.31
H  -10.30  -21.35  9.66  0.41
H  -10.13  -19.87  7.78  0.42
O  -11.56  -17.63  5.63  -0.88
C  -10.80  -18.08  4.77  -0.04
O  -9.72  -18.69  4.97  0.03
C  -11.25  -17.79  3.32  -0.11
C  -12.53  -17.23  3.05  -0.80
C  -12.91  -16.90  1.77  -0.52
C  -12.04  -17.07  0.71  -0.67
C  -10.79  -17.66  0.92  -0.21
C  -10.39  -18.00  2.24  0.38
P  -8.74  -18.69  2.50  1.82
C  -8.91  -20.32  1.83  0.01
C  -8.56  -20.68  0.54  0.05
C  -8.50  -22.02  0.18  -0.89
C  -8.69  -22.99  1.13  -0.51
C  -9.00  -22.69  2.46  -0.59
C  -9.11  -21.35  2.82  -0.47
C  -7.62  -17.78  1.42  0.40
C  -6.47  -18.34  0.85  -0.50
C  -5.57  -17.55  0.18  -0.71
C  -5.77  -16.17  0.10  -0.71
C  -6.98  -15.65  0.51  -0.87
C  -7.86  -16.40  1.29  -0.74
H  -13.17  -17.04  3.90  0.50
H  -13.91  -16.47  1.63  0.37
H  -12.33  -16.78  -0.30  0.39
H  -10.13  -17.89  0.08  0.36
H  -8.32  -19.92  -0.21  0.38
H  -8.37  -22.30  -0.85  0.44
H  -8.63  -24.05  0.87  0.34
H  -9.22  -23.44  3.20  0.47
H  -9.43  -21.05  3.80  0.29
H  -6.25  -19.42  0.93  0.45
H  -4.66  -18.00  -0.25  0.37
H  -5.06  -15.49  -0.34  0.39
H  -7.24  -14.66  0.22  0.46
H  -8.78  -15.90  1.66  0.33

[4]
C50H40F6N4PS3Ti | ωB97M-V/def2-TZVPD

Output
orbital gap: 5.41 eV
DFT total energy: -5132.81771 Eh
HOMO energy: -0.3611 Ha
charge: +1

Each line ends with the Mulliken charge.
Cartesian coordinates (Å):
Ti  0.20  0.13  0.40  -3.13
C  -2.79  6.28  -3.88  -0.56
C  -1.66  6.50  -3.10  -1.02
C  -1.30  5.60  -2.11  0.09
C  -2.08  4.46  -1.88  0.67
C  -3.22  4.25  -2.66  -0.22
C  -3.56  5.15  -3.65  -1.28
C  -1.69  3.55  -0.81  0.30
C  -0.27  3.34  -0.29  1.83
C  -0.21  3.76  1.15  -2.20
C  -1.05  3.08  1.90  -0.11
C  0.24  1.94  -0.49  2.13
C  1.39  2.05  -1.53  1.24
C  1.40  2.16  -3.01  -0.15
C  2.33  1.40  -3.72  -0.45
C  2.39  1.49  -5.10  -0.97
C  1.53  2.35  -5.78  -0.64
C  0.62  3.12  -5.07  -0.62
C  0.56  3.02  -3.69  0.69
C  2.52  1.32  -0.78  -0.65
N  2.03  0.68  0.30  1.23
C  3.00  0.59  1.27  -0.62
C  2.61  0.30  2.60  1.56
C  3.69  0.13  3.59  0.36
C  3.70  0.86  4.78  -0.23
C  4.74  0.69  5.68  -0.95
C  5.76  -0.21  5.41  -0.38
C  5.75  -0.94  4.23  -1.02
C  4.73  -0.77  3.31  -0.21
C  1.27  0.22  3.04  -0.28
C  0.84  -0.26  4.30  -1.17
C  -0.53  -0.21  4.35  -1.59
C  -0.98  0.32  3.12  -0.26
N  0.10  0.56  2.31  1.14
C  -2.39  0.55  2.79  2.64
C  -2.80  1.39  1.81  -0.63
C  -4.09  1.63  1.17  -1.48
C  -3.92  2.49  0.14  -0.96
C  -2.51  2.84  0.02  0.07
N  -1.91  2.23  1.16  0.93
C  -3.40  -0.23  3.57  -1.25
C  -3.88  0.26  4.78  0.03
C  -4.81  -0.47  5.50  -0.85
C  -5.27  -1.69  5.02  -0.46
C  -4.80  -2.18  3.81  -0.98
C  -3.86  -1.45  3.09  0.19
C  4.19  1.09  0.71  -0.82
C  3.89  1.55  -0.58  -1.22
N  1.17  3.14  -0.60  -1.19
H  -3.06  6.98  -4.66  0.44
H  -1.05  7.38  -3.27  0.43
H  -0.42  5.78  -1.52  0.53
H  -3.82  3.35  -2.52  0.48
H  -4.44  4.96  -4.26  0.45
H  0.51  4.49  1.49  0.50
H  -1.16  3.09  2.97  0.79
H  2.99  0.72  -3.20  0.44
H  3.10  0.89  -5.65  0.44
H  1.58  2.42  -6.86  0.43
H  -0.04  3.80  -5.59  0.50
H  -0.15  3.64  -3.16  0.09
H  2.91  1.57  4.98  0.51
H  4.76  1.27  6.59  0.41
H  6.57  -0.34  6.12  0.42
H  6.54  -1.65  4.02  0.40
H  4.71  -1.34  2.40  0.51
H  1.50  -0.62  5.07  0.77
H  -1.17  -0.50  5.17  0.67
H  -5.01  1.15  1.46  0.72
H  -4.70  2.82  -0.53  0.70
H  -3.53  1.21  5.15  0.47
H  -5.18  -0.08  6.44  0.43
H  -6.00  -2.25  5.59  0.41
H  -5.15  -3.13  3.44  0.44
H  -3.47  -1.84  2.15  0.57
H  5.14  1.18  1.21  0.69
H  4.56  2.05  -1.25  0.60
C  -2.49  -2.23  -4.51  -0.62
C  -1.45  -1.23  -5.03  -1.00
S  -0.69  -0.11  -3.84  0.22
C  -2.06  0.93  -3.32  -0.12
C  -3.06  0.35  -2.32  -1.59
S  -2.32  -0.40  -0.85  1.32
C  -3.17  -2.00  -0.68  -1.24
C  -3.34  -2.90  -1.91  -1.37
S  -1.94  -3.12  -3.03  0.01
H  -2.69  -2.95  -5.30  0.54
H  -3.44  -1.73  -4.31  0.28
H  -1.88  -0.65  -5.86  0.42
H  -0.60  -1.77  -5.45  0.45
H  -2.61  1.29  -4.19  1.07
H  -1.59  1.81  -2.88  -0.88
H  -3.67  -0.43  -2.78  0.71
H  -3.75  1.14  -2.00  0.24
H  -4.17  -1.78  -0.29  0.61
H  -2.62  -2.51  0.10  0.34
H  -4.21  -2.59  -2.49  0.62
H  -3.59  -3.89  -1.51  0.51
F  0.53  -1.52  -0.80  -0.09
P  0.59  -2.87  0.34  1.46
F  -0.60  -1.96  1.12  -0.30
F  0.61  -3.94  1.48  -0.37
F  1.74  -3.50  -0.52  -0.36
F  -0.54  -3.58  -0.49  -0.39
F  1.65  -1.92  1.12  -0.21